{"formula": "C24H51BrIN3O3Sb", "method": "ωB97M-V with the def2-TZVPD basis set", "spin_multiplicity": 3, "fmax_ev_per_a": 2.93, "homo_ev": [-4.28, -4.28], "total_energy_ha": -4446.7838, "s_squared": 2.01, "charge": -1, "lumo_ev": [2.4, 2.3], "elements": ["H", "C", "H", "C", "H", "C", "H", "C", "H", "H", "H", "H", "C", "C", "C", "C", "H", "C", "H", "I", "H", "H", "H", "H", "H", "H", "H", "H", "C", "H", "N", "C", "H", "N", "H", "H", "H", "C", "C", "C", "C", "O", "Br", "H", "H", "H", "H", "C", "H", "Sb", "H", "H", "C", "C", "H", "N", "H", "H", "H", "O", "H", "C", "O", "H", "H", "H", "C", "H", "H", "H", "H", "C", "H", "H", "H", "H", "H", "C", "H", "H", "H", "C", "H", "C"], "coordinates": [[-1.79861, 3.03643, 0.02158], [-2.80109, 4.87818, -0.62900], [-2.33575, 9.04242, -1.36443], [2.91457, -6.31985, 1.30275], [-1.87444, 3.24659, -1.73304], [-3.76532, 5.13860, -1.80620], [-3.40477, 7.73232, -1.75896], [3.08291, -7.69287, 1.98820], [-4.38139, 6.60282, 1.94430], [-0.06282, 1.95274, -0.49636], [0.72456, -8.49732, 0.77196], [3.01918, 2.00144, -0.55669], [2.09015, -6.97761, -1.05363], [-3.91869, 6.51928, 0.95719], [2.04805, 2.30454, -0.98467], [-0.19684, -1.13226, 1.25474], [-0.77545, -1.16426, -2.53899], [-1.78742, 7.19873, -0.33200], [-2.97178, 4.67579, 1.52237], [-1.24564, 1.61146, 2.70997], [0.47113, -1.17201, 2.13515], [0.85262, -5.22285, -1.09307], [2.68992, -1.66175, 1.20074], [-0.60882, -2.14898, 1.11965], [-1.68401, -5.91899, 0.41482], [-3.30686, 2.77499, -0.81895], [-0.06263, -7.84046, 2.21267], [3.47802, -5.42979, -0.58481], [4.01741, -5.46320, 1.94417], [-2.08453, 7.19488, 1.80971], [-1.60412, 5.76693, -0.70142], [-2.41594, 3.40476, -0.79629], [0.02777, 7.56260, 0.84963], [-0.89380, -0.56795, -1.72076], [1.44182, 1.41742, -2.94977], [-4.48307, 4.46272, 0.66800], [2.51282, -8.49460, 1.52409], [-0.45099, 7.90906, -0.06628], [0.77753, -6.25991, -0.74898], [-2.36505, 7.96499, -1.54094], [-2.67234, 7.40160, 0.90882], [1.58980, -4.49355, 1.46465], [1.20191, 3.89949, -3.33374], [3.02314, 2.20981, -2.91424], [-4.35741, 6.04608, -1.70576], [4.98593, -5.95674, 1.84282], [-1.77479, 7.76867, -2.43854], [-1.38804, -0.24644, 1.54096], [2.33664, -6.84647, -2.11037], [0.91369, -0.66189, -0.66500], [4.12544, -8.01568, 1.95348], [1.82635, -0.49844, -2.16785], [3.22765, -6.42345, -0.19869], [1.98983, 2.26880, -2.53030], [2.79777, -7.63522, 3.04106], [1.54965, -5.79287, 1.58945], [-4.49483, 4.33073, -1.88516], [3.23222, 0.01535, 0.84933], [1.90887, 3.36817, -0.69219], [-2.45449, -0.52267, 1.17297], [-3.22409, 5.18305, -2.75406], [-3.56685, 5.05786, 0.68651], [-0.68509, 5.26723, 0.08237], [-0.76793, -4.45163, 0.66622], [0.92329, -2.41545, -0.95795], [-2.97375, 8.45080, 0.97869], [2.84907, -0.91990, 0.39165], [-1.13449, -5.50531, 2.03951], [1.99123, -8.05692, -0.89983], [-1.14523, 0.37608, -2.00651], [-0.02764, -6.71691, -1.33047], [-0.85639, -5.49077, 0.98265], [1.09461, 1.62530, 0.81674], [3.59842, -1.32231, -0.31518], [3.83184, -5.30982, 3.00948], [0.24604, 7.76543, -0.89451], [4.11944, -7.03916, -0.34691], [0.42804, -6.29412, 0.74303], [-0.92969, -7.99809, 0.68931], [-4.66577, 6.88001, 0.24371], [-0.61077, 8.98268, 0.05210], [0.03445, -7.73637, 1.12934], [4.11369, -4.48716, 1.46822], [0.92197, 1.50515, -0.27230]], "lowdin_spin": [0.00, 0.03, 0.00, 0.02, 0.00, 0.00, 0.00, 0.00, 0.00, 0.00, 0.00, 0.00, 0.00, 0.00, 0.00, 0.00, 0.00, 0.03, 0.00, 0.00, 0.00, 0.00, 0.00, 0.00, 0.00, 0.00, 0.00, 0.00, 0.00, 0.00, 0.34, 0.00, 0.00, 0.00, 0.00, 0.00, 0.00, 0.00, 0.01, 0.00, 0.01, 0.58, 0.00, 0.00, 0.00, 0.00, 0.00, 0.00, 0.00, 0.00, 0.00, 0.00, 0.01, 0.00, 0.00, 0.33, 0.00, 0.00, 0.00, 0.00, 0.00, 0.01, 0.57, 0.00, 0.00, 0.00, 0.00, 0.00, 0.00, 0.00, 0.00, 0.00, 0.00, 0.00, 0.00, 0.00, 0.00, 0.03, 0.00, 0.00, 0.00, 0.00, 0.00, 0.00]}

{"formula": "C2H5N2", "method": "ωB97M-V with the def2-TZVPD basis set", "spin_multiplicity": 1, "fmax_ev_per_a": 3.58, "relative_energy_ev": 3.2439, "homo_ev": -16.39, "total_energy_ha": -188.2963, "charge": 1, "smiles": "N=[N+]1CC1", "lumo_ev": -5.9, "elements": ["H", "H", "N", "H", "C", "N", "H", "C", "H"], "coordinates": [[-0.45129, -1.22560, 1.14909], [2.17425, 1.07768, -0.16530], [1.85414, 0.12141, 0.01440], [-0.35046, -1.70996, -0.45078], [-0.97348, 0.53134, -0.18064], [0.66839, 0.02492, -0.02304], [-1.29978, 1.16894, 0.60350], [-0.32166, -0.87604, 0.19426], [-1.30010, 0.88731, -1.14149]], "lowdin_charge": [0.12, 0.14, 0.31, 0.14, 0.22, -0.09, 0.10, -0.05, 0.11]}

{"formula": "C3H2ClN", "method": "ωB97M-V with the def2-TZVPD basis set", "spin_multiplicity": 1, "fmax_ev_per_a": 7.28, "relative_energy_ev": 2.3179, "homo_ev": -10.77, "total_energy_ha": -630.3437, "charge": 0, "smiles": "C=C(Cl)C#N", "lumo_ev": 0.4, "elements": ["N", "H", "C", "C", "Cl", "H", "C"], "coordinates": [[-1.86138, -0.61089, -2.04325], [1.51674, 0.11109, 1.40770], [1.04614, -0.17647, 0.58780], [-0.12963, 0.32691, 0.24873], [-1.05493, 1.53240, 0.89867], [1.65466, -0.84794, 0.09179], [-1.17159, -0.33510, -1.19144]], "lowdin_charge": [0.06, 0.02, 0.00, -0.70, 0.74, 0.06, -0.18]}

{"formula": "C18H30F9Na4O24S3", "method": "ωB97M-V with the def2-TZVPD basis set", "spin_multiplicity": 1, "fmax_ev_per_a": 1.97, "homo_ev": -11.48, "total_energy_ha": -5252.3619, "charge": 1, "lumo_ev": -3.9, "elements": ["H", "H", "H", "H", "H", "H", "F", "F", "C", "O", "O", "Na", "C", "S", "O", "H", "H", "O", "C", "C", "Na", "F", "H", "O", "O", "O", "H", "F", "H", "H", "F", "C", "O", "H", "O", "O", "C", "C", "C", "O", "H", "C", "C", "H", "C", "H", "F", "F", "O", "H", "O", "F", "O", "O", "O", "O", "O", "O", "H", "H", "Na", "F", "O", "H", "O", "C", "H", "C", "C", "C", "H", "H", "O", "H", "H", "H", "H", "O", "H", "C", "S", "H", "C", "S", "C", "Na", "H", "O"], "coordinates": [[-7.27408, 2.55908, -0.53496], [-2.92536, -0.98402, 2.54285], [5.18596, -0.02228, -0.24608], [-5.66189, 5.38688, 0.66297], [-1.49144, -0.14122, -2.57015], [5.03229, -1.74456, -0.31196], [3.05455, -0.52453, 3.73840], [-0.25358, 0.92064, 0.89761], [-4.08033, 2.72922, -0.52288], [2.12969, -3.23767, 4.39159], [1.62369, 1.91333, -3.63709], [1.10667, -2.53436, -3.33449], [-6.33139, 2.07785, -0.31452], [-0.04374, -1.62126, 0.23160], [-1.90142, 0.67702, 3.36892], [-5.23243, 7.06096, 0.28209], [-5.88710, 6.65238, 1.89749], [3.41236, -2.43268, -2.43236], [-1.92960, 3.75460, 3.11964], [0.69599, 0.09274, 0.50354], [2.28951, -3.82845, -0.02280], [1.64386, -0.01965, 1.42751], [-1.20649, 4.12580, 3.84302], [-2.43248, 4.83596, 2.36911], [-0.46915, 0.78038, 4.94523], [4.84910, -0.75277, -2.15142], [1.35888, -0.05200, 5.44440], [1.72528, -5.33993, -5.09531], [-1.43494, -0.23173, -4.35795], [3.54200, 2.58515, -3.85286], [4.98795, -1.20361, 3.04465], [4.63862, -0.82069, -0.73672], [-3.91172, 6.10722, 1.45621], [-3.21046, 0.68894, 1.87011], [-1.41677, -1.37606, -0.20153], [-0.01124, -2.32748, 1.49566], [4.65949, -2.87342, -4.91947], [-1.98059, 3.70108, -0.59682], [0.45633, 0.31028, 5.91789], [-4.57596, 4.52892, 2.92804], [3.56938, -0.72067, -0.56051], [4.30382, -1.73273, -2.85806], [-1.23720, -0.04216, 4.27862], [-1.49730, 4.66905, -0.73067], [-3.73022, 5.12459, 2.32168], [3.13127, 1.14123, -4.79475], [1.25290, 0.51987, -0.62570], [1.88541, -7.45949, -4.69346], [4.33429, -4.06869, 3.93401], [-1.72121, 3.33604, 0.38957], [-5.32528, 3.08777, -0.37223], [3.43075, -6.06157, -4.04683], [-0.43776, 1.38571, -3.45198], [-1.38314, -1.23062, 4.46394], [-0.12788, -6.10670, -2.90184], [1.75435, -7.09128, -1.72674], [0.76195, -2.26547, -0.80638], [3.02441, -3.12061, 2.11069], [-6.33492, 1.60473, 0.67387], [-0.04194, -0.31880, 6.65516], [-3.81395, -0.79483, -0.54189], [4.52932, -1.39655, 5.10920], [1.05960, -0.24665, -3.65519], [-6.14085, 1.21829, -0.96394], [-3.38169, 3.79782, -0.76960], [0.78549, 0.92111, -3.57843], [-1.50303, 3.14130, -1.39489], [3.99612, -1.46041, 3.90880], [-3.04308, 0.07809, 2.75678], [-1.48817, 0.43826, -3.49693], [-1.41079, 3.04796, 2.46937], [3.44477, 0.98458, -3.06418], [4.90374, -1.80204, -4.00534], [3.74105, -3.37805, -4.62139], [5.47214, -3.59168, -4.80442], [-3.89891, 0.19648, 3.42594], [-2.44746, 0.93730, -3.61363], [1.66820, -4.68829, -2.15800], [-2.68780, 3.14481, 3.60944], [2.12162, -6.27493, -4.20973], [1.28185, -6.04160, -2.58410], [0.76505, 1.13743, 6.56166], [-5.27187, 6.31693, 1.06926], [3.30963, -3.15231, 3.53748], [3.02176, 1.63563, -3.82614], [-0.38612, -3.27955, 3.53346], [4.68098, -2.55051, -5.95325], [-3.64940, 1.59115, -0.53791]], "lowdin_charge": [0.11, 0.09, 0.11, 0.08, 0.08, 0.11, 0.11, 0.16, -0.61, -0.33, 0.05, 0.54, 0.00, 0.57, -0.02, 0.10, 0.10, 0.10, -0.04, -0.63, 0.53, 0.16, 0.11, 0.00, 0.04, 0.01, 0.09, 0.11, 0.11, 0.11, 0.12, 0.00, 0.01, 0.08, -0.33, -0.31, 0.02, 0.00, 0.00, 0.13, 0.08, -0.61, -0.58, 0.12, -0.63, 0.11, 0.16, 0.19, -0.26, 0.08, 0.04, 0.13, 0.04, 0.10, -0.30, -0.27, -0.31, -0.34, 0.11, 0.11, 0.69, 0.17, 0.10, 0.09, 0.06, -0.63, 0.09, -0.67, -0.02, -0.02, 0.07, 0.08, 0.05, 0.08, 0.11, 0.11, 0.10, -0.38, 0.09, -0.68, 0.50, 0.10, -0.02, 0.49, 0.02, 0.65, 0.10, 0.06]}

{"formula": "C6H7N", "method": "ωB97M-V with the def2-TZVPD basis set", "spin_multiplicity": 1, "fmax_ev_per_a": 2.79, "relative_energy_ev": 5.7583, "homo_ev": -8.75, "total_energy_ha": -287.3756, "charge": 0, "smiles": "C=C=C=N.C#CC", "lumo_ev": 0.1, "elements": ["C", "C", "N", "H", "H", "C", "H", "H", "H", "H", "C", "H", "C", "C"], "coordinates": [[-1.98835, -0.81673, -1.00504], [-1.45370, -1.36641, -0.00350], [-2.34081, -0.36503, -2.10018], [2.83917, 1.38045, -0.41781], [1.32718, 1.71376, -1.43835], [1.78899, 1.11614, -0.56306], [-0.57886, -3.01704, 0.87525], [1.91510, -0.04194, -0.74712], [0.12675, 1.55942, 2.52845], [-2.39549, 0.64460, -2.17475], [1.06510, 1.30059, 0.64996], [-0.36119, -1.30539, 1.64837], [0.83816, 1.16258, 1.82643], [-0.78206, -1.96501, 0.92135]], "lowdin_charge": [-0.21, -0.12, 0.12, 0.07, 0.11, -0.14, 0.06, 0.12, 0.04, 0.06, -0.24, 0.03, 0.06, 0.03]}

{"formula": "C7H12O2", "method": "ωB97M-V with the def2-TZVPD basis set", "spin_multiplicity": 1, "fmax_ev_per_a": 3.18, "relative_energy_ev": 4.8752, "homo_ev": -9.49, "total_energy_ha": -424.2168, "charge": 0, "smiles": "C#CC(C)(O)O.C=CC", "lumo_ev": 0.8, "elements": ["C", "H", "O", "C", "O", "C", "H", "H", "H", "H", "H", "H", "H", "H", "H", "C", "C", "C", "C", "H", "H"], "coordinates": [[0.41070, -1.33622, 0.00693], [2.93021, -1.33762, 1.13038], [2.32731, -0.41368, -1.21420], [-1.56863, 0.58912, -0.43815], [1.02285, 1.08367, -0.05880], [2.47021, -0.35330, 1.17635], [-2.50579, 0.06733, 1.41456], [-1.67079, 1.60800, 1.43767], [-3.23646, 1.47503, 0.60598], [-0.08238, 0.98471, -0.34112], [-2.89099, 1.42357, -1.86094], [-0.78088, -0.42204, -0.29035], [0.00057, -3.56109, 0.19905], [1.85482, -0.28022, 2.06921], [2.41893, 0.39053, -1.74052], [-2.29647, 0.95798, 0.81811], [0.20140, -2.52115, 0.14735], [1.61242, -0.11047, -0.05718], [-2.00719, 0.82613, -1.67070], [-1.44952, 0.51023, -2.54302], [3.23969, 0.41947, 1.20939]], "lowdin_charge": [-0.09, 0.09, 0.03, -0.31, -0.04, -0.01, 0.08, 0.08, 0.08, 0.11, 0.07, 0.09, 0.03, 0.09, 0.11, -0.09, 0.13, -0.66, 0.04, 0.07, 0.09]}